i:
The following is a quantum chemistry calculation of a single C4H3NOS molecule, from the OMol25 dataset.

**E_HOMO**: -0.3290 Eh
**Lowest unoccupied orbital energy**: -0.53 eV
**Spin multiplicity**: 1

Last column: natural (NBO) charge in e.
Cartesian coordinates (Å):
1 C -2.1155 -0.8399 -0.0027  -0.095
2 C 1.2646 -0.4967 0.0076  0.143
3 C 1.3265 0.9255 -0.0035  -0.131
4 C 1.4761 2.1236 0.0014  -0.108
5 H -3.0119 -0.2741 0.0119  0.199
6 H -2.1479 -1.9318 -0.0055  0.192
7 H 1.5934 3.2202 -0.0077  0.251
8 N -1.0268 -0.1812 0.0002  -0.109
9 O 0.0492 -1.0926 -0.0006  -0.359
10 S 2.5922 -1.4530 -0.0010  0.016

---

ii:
The following is a quantum chemistry calculation of a single C4H3NOS molecule, from the OMol25 dataset.

**E_HOMO**: -0.3539 Eh
**Lowest unoccupied orbital energy**: -0.50 eV
**Spin multiplicity**: 1

Last column: natural (NBO) charge in e.
Cartesian coordinates (Å):
1 C -0.5112 -1.4785 -2.3316  -0.070
2 C 0.0626 0.7980 0.7908  0.302
3 C 1.2260 -0.1436 1.1022  -0.158
4 C 2.1531 -0.5562 1.9212  -0.158
5 H 0.3682 -2.0390 -2.6405  0.187
6 H -1.3622 -1.4061 -3.0011  0.176
7 H 2.5776 -1.3934 2.7818  0.296
8 N -0.0772 -0.7915 -1.3672  -0.571
9 O -0.4315 1.6217 1.5909  -0.506
10 S -0.9484 0.3554 -0.5746  0.502

---

Which of them is most stable, and which least? Most stable: i; least stable: ii.

---

i:
The following is a quantum chemistry calculation of a single C2H2N2O2S molecule, from the OMol25 dataset.

**E_HOMO**: -0.3205 Eh
**Lowest unoccupied orbital energy**: -0.01 eV
**Spin multiplicity**: 1

Last column: natural (NBO) charge in e.
Cartesian coordinates (Å):
1 C -0.3905 0.6392 -0.5722  0.825
2 C -0.2783 -1.2152 0.3949  0.185
3 H -0.1037 2.3560 -1.4257  0.521
4 H 1.3308 -0.5591 1.4792  0.406
5 N -1.0631 -0.4626 -0.3804  -0.538
6 N 0.9823 -0.5658 0.5282  -0.321
7 O -0.7956 1.6539 -1.2658  -0.616
8 O 0.8391 0.7482 -0.0149  -0.332
9 S -0.5211 -2.5945 1.2567  -0.131

---

ii:
The following is a quantum chemistry calculation of a single C2H2N2O2S molecule, from the OMol25 dataset.

**E_HOMO**: -0.3049 Eh
**Lowest unoccupied orbital energy**: -0.70 eV
**Spin multiplicity**: 1

Last column: natural (NBO) charge in e.
Cartesian coordinates (Å):
1 C -1.5821 0.0568 1.2253  -0.543
2 C 0.6938 -0.8309 -0.0101  0.525
3 N 1.1863 -0.2915 -0.9401  -0.598
4 N 0.4222 -1.8631 0.7599  0.250
5 O 1.0122 -2.1198 1.8067  -0.490
6 O -0.8804 -2.3373 0.6212  -0.546
7 S -2.2661 -1.3397 1.3027  0.760
8 H -1.9998 1.0799 1.4657  0.245
9 H 1.8152 -0.8183 -1.6447  0.396

---

Which of them is most stable, and which least? Most stable: i; least stable: ii.

---

i:
The following is a quantum chemistry calculation of a single C3H7N3O molecule, from the OMol25 dataset.

**E_HOMO**: -0.3241 Eh
**Lowest unoccupied orbital energy**: 0.97 eV
**Spin multiplicity**: 1

Last column: natural (NBO) charge in e.
Cartesian coordinates (Å):
1 C 0.0369 0.4823 0.1369  0.656
2 C -0.3206 -1.6067 -0.3718  -0.267
3 C -1.6153 -0.8290 -0.4808  -0.092
4 H 2.3846 1.1504 -0.1207  0.365
5 H 2.2803 1.4447 1.5247  0.351
6 H 0.1065 2.5229 0.3951  0.384
7 H -0.3544 -2.3641 0.4006  0.189
8 H -0.0629 -2.1758 -1.2796  0.199
9 H -2.0069 -0.6895 -1.4931  0.186
10 H -2.4151 -1.2615 0.1760  0.191
11 N 1.9772 1.7716 0.6017  -0.639
12 N 0.6066 1.6537 0.5854  -0.457
13 N 0.6911 -0.5935 -0.0893  -0.573
14 O -1.3080 0.4944 0.0151  -0.493

---

ii:
The following is a quantum chemistry calculation of a single C3H7N3O molecule, from the OMol25 dataset.

**E_HOMO**: -0.3372 Eh
**Lowest unoccupied orbital energy**: 0.82 eV
**Spin multiplicity**: 1

Last column: natural (NBO) charge in e.
Cartesian coordinates (Å):
1 C 2.1508 0.9379 0.0774  -0.444
2 N 1.6103 -0.3949 0.2215  -0.562
3 C 0.3860 -0.6516 0.0311  0.705
4 O -0.0518 -1.9249 0.1711  -0.689
5 N -0.6526 0.1914 -0.3194  -0.645
6 C -1.9781 -0.1860 -0.4985  0.279
7 N -2.8444 0.6866 -0.8120  -0.683
8 H 1.7123 1.6617 0.7811  0.185
9 H 2.0418 1.3376 -0.9421  0.186
10 H 3.2229 0.8911 0.2912  0.211
11 H 0.7386 -2.4370 0.4024  0.507
12 H -0.4629 1.1762 -0.4444  0.418
13 H -2.1519 -1.2526 -0.3423  0.184
14 H -3.7616 0.2548 -0.9025  0.347

---

iii:
The following is a quantum chemistry calculation of 2 unconnected molecules or ions with the total composition C3H7N3O, from the OMol25 dataset.

**E_HOMO (alpha / beta)**: -0.3233 / -0.3304 Eh
**Lowest unoccupied orbital energy (alpha / beta)**: -0.43 / -0.63 eV
**Spin multiplicity**: 1

Last column: natural (NBO) charge in e.
Cartesian coordinates (Å):
1 C 2.9563 -0.6460 -0.2887  -0.390
2 C 2.0715 0.3914 -0.0201  -0.036
3 C -2.9102 0.2470 -0.2941  -0.451
4 N -0.8335 0.9758 0.2887  -0.036
5 N 1.1741 0.5047 1.0030  -0.463
6 N -1.4347 -0.0024 -0.0685  0.251
7 O -0.8976 -1.0934 -0.1635  -0.499
8 H 3.9303 -0.5122 -0.7736  0.206
9 H 3.0249 -1.4515 0.4731  0.185
10 H 2.0985 1.2398 -0.6690  0.187
11 H -3.5642 -0.2951 0.4571  0.228
12 H -3.2039 1.2020 -0.0694  0.231
13 H -3.1216 -0.1416 -1.1956  0.220
14 H 0.7101 -0.4186 1.3205  0.366

---

iv:
The following is a quantum chemistry calculation of a single C3H7N3O molecule, from the OMol25 dataset.

**E_HOMO**: -0.2763 Eh
**Lowest unoccupied orbital energy**: 0.79 eV
**Spin multiplicity**: 1

Last column: natural (NBO) charge in e.
Cartesian coordinates (Å):
1 C -0.6239 -0.6065 0.2120  0.494
2 C 1.4404 0.3632 -0.2426  -0.238
3 C 0.3418 1.4817 0.1896  -0.246
4 N 0.8682 -0.7864 0.3699  -0.618
5 N -0.8514 0.6722 0.1216  0.027
6 N -1.3906 -1.6657 -0.2008  -0.820
7 O -1.9812 1.2530 -0.0600  -0.629
8 H 1.6597 0.3198 -1.3042  0.187
9 H 2.4181 0.2458 0.2721  0.213
10 H 0.6201 1.8949 1.1664  0.212
11 H 0.1027 2.3492 -0.4393  0.238
12 H 0.9586 -1.6698 -0.1568  0.368
13 H -1.2575 -2.4890 0.4515  0.398
14 H -2.3051 -1.3625 -0.3794  0.413

---

Which of them is most stable, and which least? Most stable: ii; least stable: iii.